The following is a quantum chemistry calculation of an isolated molecule of C4H9NO2, from OMol25.

E_tot: -9879.4560 eV

Each line ends with the Löwdin charge.
Atoms and positions in Å:
N  -1.372  -0.185  1.433  0.16
C  -0.836  1.043  1.187  -0.55
O  -0.997  2.001  1.924  0.04
C  -0.017  1.163  -0.095  -0.11
C  1.129  0.153  -0.208  -0.18
C  0.841  -1.030  -1.139  -0.26
O  -0.351  -1.720  -0.782  -0.09
H  -1.840  -0.320  2.317  0.11
H  -1.075  -0.989  0.892  0.07
H  -0.696  1.100  -0.970  0.13
H  0.380  2.178  -0.076  0.11
H  2.027  0.648  -0.594  0.11
H  1.387  -0.220  0.791  0.12
H  0.783  -0.681  -2.180  0.12
H  1.679  -1.740  -1.090  0.12
H  -1.060  -1.400  -1.368  0.10